The following is a quantum chemistry calculation of one molecule with the formula C4H10N2O, from the OMol25 dataset.

Each line ends with the Mulliken charge.
Positions of all 17 atoms, in Å:
1 C 2.533 -0.072 -0.647  -0.94
2 N 1.310 0.295 0.020  -0.28
3 C 0.366 -0.639 0.350  0.61
4 O 0.620 -1.809 0.604  -0.67
5 N -0.894 -0.118 0.254  0.14
6 C -2.028 -0.953 0.537  -1.04
7 C -1.115 1.253 -0.145  -1.03
8 H 3.129 -0.085 0.258  0.36
9 H 2.445 -1.048 -1.142  0.28
10 H 2.729 0.653 -1.462  0.28
11 H 1.240 1.257 0.300  0.30
12 H -2.588 -0.562 1.393  0.32
13 H -1.659 -1.954 0.759  0.33
14 H -2.686 -0.995 -0.341  0.34
15 H -0.411 1.562 -0.925  0.40
16 H -2.123 1.341 -0.552  0.33
17 H -1.022 1.951 0.702  0.28

- energy above the lowest of the compared OMol25 structures with the same formula, charge and spin (kJ/mol) = 136.7
- HOMO level (eV) = -8.888
- frontier orbital gap (eV) = 9.65
- spin multiplicity = 1